Record 1
Computed, not measured: C5H6N2 as an isolated structure, with ωB97M-V/def2-TZVPD.

Positions of all 13 atoms, in Å:
N -0.11477 2.52237 0.91116
C -0.17776 1.31917 1.00039
C -0.73428 0.75262 -0.23153
C 0.36858 0.19443 -1.12639
C 0.35579 -1.17165 -0.46065
C 0.17749 -1.22399 0.98158
N -0.94747 -1.09075 0.32630
H -1.65997 1.15124 -0.63193
H 1.29699 0.77194 -1.07671
H 0.05743 0.11145 -2.17070
H 0.54641 -2.07259 -1.04360
H 0.35258 0.45728 1.62932
H 0.47898 -1.72153 1.89277

## Properties
**DFT total energy**: -8255.7349 eV
**Total charge**: 0
**Largest force on an atom**: 0.33 eV/A

Record 2
Computed, not measured: C14H34O19S4V as an isolated structure at a distorted geometry, with ωB97M-V/def2-TZVPD.

Positions of all 72 atoms, in Å:
O -16.27966 9.16755 10.68486
V -16.49804 10.68752 10.39724
O -13.09204 12.81640 10.38240
C -14.08909 11.93377 10.42257
O -14.74104 11.73613 11.45407
O -14.51772 11.34063 9.48409
H -12.83352 12.61435 9.48021
O -20.18029 11.28094 11.98678
C -18.97625 11.00479 11.44848
O -17.92247 11.01517 12.10406
O -18.76475 10.65697 10.25561
H -19.92252 11.23600 12.91043
O -15.81349 9.50241 6.10793
S -16.89822 9.27670 7.04908
O -16.88804 10.04335 8.31681
O -18.30784 9.64473 6.29514
C -18.49655 11.09091 6.13891
C -19.45816 11.24228 4.98419
C -17.31149 7.46218 7.28073
H -17.62054 11.72430 5.99919
H -19.09989 11.55479 6.91923
H -18.85293 10.98898 4.11377
H -19.72283 12.29856 5.03232
H -20.32123 10.57676 4.96673
H -16.47752 6.87308 7.66226
H -17.58177 7.01531 6.32399
H -18.18080 7.31266 7.92108
O -15.69315 9.92167 14.55452
S -15.81835 8.48091 14.33459
O -15.31972 7.82973 13.16268
O -15.30545 7.66852 15.71586
C -14.78335 6.36855 15.55503
C -13.30847 6.46689 15.02173
C -17.60857 8.13101 14.40740
H -15.29605 5.78841 14.78778
H -14.74776 5.77382 16.46779
H -12.69930 5.59051 15.24304
H -12.78011 7.30470 15.47671
H -13.26719 6.69709 13.95712
H -17.78963 8.28054 15.47180
H -17.61878 7.07585 14.13419
H -18.17575 8.78999 13.75001
O -13.39188 6.82667 6.64003
S -13.31321 7.73327 7.79773
O -14.51843 8.01989 8.61004
O -12.03528 7.27679 8.75430
C -12.00601 7.62677 10.17403
C -12.91574 6.67055 10.91200
C -12.59299 9.31540 7.19820
H -12.28610 8.66027 10.37783
H -10.98510 7.51665 10.53970
H -13.97268 6.75433 10.65908
H -12.70050 6.47771 11.96299
H -12.69850 5.70521 10.45480
H -13.38956 9.98657 6.87710
H -11.90789 9.07147 6.38626
H -12.06122 9.81734 8.00651
O -17.21071 12.94466 10.03102
S -17.76575 14.11908 9.28237
O -17.27343 15.48791 9.54892
O -17.80105 13.84653 7.66266
C -17.49704 14.96362 6.85195
C -17.42215 14.53358 5.40165
C -19.51230 14.15519 9.57714
H -16.57656 15.50270 7.07603
H -18.22979 15.76004 6.98189
H -18.33330 13.99053 5.15063
H -16.54537 13.88634 5.42240
H -17.20807 15.33500 4.69455
H -19.68908 14.41466 10.62094
H -19.91422 13.14218 9.55760
H -19.95290 14.80287 8.81919

## Properties
**Multiplicity**: 2
**DFT total energy**: -122998.6304 eV
**Total charge**: 0
**Largest force on an atom**: 7.78 eV/A

Record 3
Computed, not measured: C10H21N3PW as an isolated structure at a distorted geometry, with ωB97M-V/def2-TZVPD.

Positions of all 36 atoms, in Å:
C 0.41169 0.67245 -1.69530
C 0.11874 -0.06281 -2.85204
C -0.21590 -1.42012 -2.94168
C -0.32290 -2.28224 -1.84046
C -0.14180 -1.96468 -0.49300
W 0.67250 -0.17953 0.16490
P 0.16194 2.25421 0.69110
H 0.55754 1.74778 -1.92830
H 0.14220 0.45975 -3.82554
H -0.40060 -1.84589 -3.94010
H -0.35525 -2.82457 0.16068
H -0.57865 -3.32433 -2.10123
H -0.95194 2.81431 1.41093
H 0.24958 3.35395 -0.22760
H 1.14328 2.85317 1.54877
C -2.51259 0.03123 3.38914
N -1.25180 -0.14924 4.09833
C -1.29496 -0.00115 5.54971
C -0.13620 -0.30491 3.33739
N -0.32856 -0.54606 2.01525
N 1.10392 -0.15514 3.82349
C 1.55138 -0.07573 5.21294
C 2.18584 -0.19105 2.82076
H -3.30427 0.21169 4.13544
H -2.78521 -0.89736 2.84876
H -2.43223 0.90164 2.71091
H -0.90235 -0.90338 6.03606
H -0.81485 0.93668 5.86365
H -2.33977 0.06087 5.85677
H -1.24749 -0.99677 1.93345
H 2.19823 -0.93187 5.42352
H 2.11233 0.85377 5.34726
H 0.75438 -0.11317 5.93894
H 2.19550 -1.12918 2.25323
H 2.17220 0.70182 2.17958
H 3.12580 -0.16735 3.39898

## Properties
**Multiplicity**: 3
**DFT total energy**: -26283.2548 eV
**Total charge**: +1
**Largest force on an atom**: 2.39 eV/A

Record 4
Computed, not measured: C19H18HoNOS as an isolated structure at a distorted geometry, with ωB97M-V/def2-TZVPD.

Positions of all 41 atoms, in Å:
C 0.80101 -2.32718 3.38874
C -0.63098 -2.32608 3.33466
C -1.01058 -2.36868 1.94603
H -1.31172 -2.27351 4.19084
C 0.18198 -2.38836 1.15623
C 1.29691 -2.37808 2.04306
H 2.33848 -2.47707 1.72999
H 1.41792 -2.29915 4.30145
H -2.02327 -2.44509 1.55307
H 0.23520 -2.54971 0.06997
C -1.08900 1.94551 1.42271
C -1.22897 1.92944 2.83129
C 0.11071 2.18321 3.46334
H -2.15110 1.95155 3.40491
C 1.06113 2.14312 2.30244
C 0.32195 2.06068 1.09887
H 0.70743 2.18062 0.07893
H -1.89271 1.98831 0.67859
H 0.26245 2.83892 4.33255
H 2.12717 2.31578 2.41543
Ho 0.04964 -0.11500 2.49289
O -0.10784 -0.01061 -1.38170
C -1.48807 -0.53382 -1.53389
C -0.29008 -0.94443 -2.40530
H -1.85482 -1.10797 -0.66220
H -2.30234 -0.05351 -2.22592
H 0.04715 -1.98772 -2.28867
H 1.21301 -1.85834 -4.51188
C 0.77221 -0.88521 -4.68672
C -0.01103 -0.27176 -3.68298
C -0.33604 1.10152 -3.80684
H -0.71195 1.66748 -2.92893
C 0.03708 1.79294 -4.95805
H -0.15327 2.87879 -5.02268
C 0.71851 1.13937 -6.01145
H 1.02804 1.69855 -6.91451
C 1.09005 -0.19865 -5.84573
H 1.69382 -0.67969 -6.62833
S 0.22485 -0.33573 7.06462
C 0.34877 0.38947 5.68740
N 0.50825 0.61012 4.50776

## Properties
**Multiplicity**: 5
**DFT total energy**: -60162.0444 eV
**Total charge**: 0
**Largest force on an atom**: 4.76 eV/A

Record 5
Computed, not measured: C51H68CrN2O9 as an isolated structure at a distorted geometry, with ωB97M-V/def2-TZVPD.

Positions of all 131 atoms, in Å:
Cr -0.84183 0.66669 0.47969
C -3.21214 0.25027 3.92548
N -2.37496 1.18505 3.20986
C -3.10979 2.38163 2.86561
C -1.16762 1.52431 3.93013
C -0.17574 0.36724 4.06196
N 0.46579 -0.04831 2.82352
C 0.70711 -1.48192 2.82591
C -0.29010 -2.40154 2.14478
C 0.07188 -3.73893 2.23968
C -0.58935 -4.74093 1.55714
C -1.71059 -4.37003 0.81961
C -2.15236 -3.06353 0.72872
C -1.39556 -2.02405 1.35334
O -1.72290 -0.78192 1.14757
C -3.38669 -2.70004 -0.09638
C -4.16432 -3.94047 -0.56043
C -4.34359 -1.83941 0.74179
C -2.95747 -1.91969 -1.34754
C -0.08333 -6.17410 1.51299
C 0.34181 -6.48229 0.06961
C 1.13227 -6.39804 2.41796
C -1.18463 -7.14708 1.95143
C 1.70938 0.68164 2.60301
C 2.39831 0.50104 1.25849
C 3.64034 1.08701 1.10186
C 4.35878 1.00015 -0.08445
C 3.84805 0.17215 -1.08186
C 2.63740 -0.48106 -0.96552
C 1.83176 -0.22341 0.18021
O 0.62030 -0.66370 0.25647
C 2.18329 -1.53123 -1.97792
C 3.16553 -1.66558 -3.14833
C 0.79396 -1.25327 -2.56109
C 2.11870 -2.87254 -1.22445
C 5.65339 1.78135 -0.24185
C 5.41067 3.25184 0.11895
C 6.73096 1.21608 0.69449
C 6.18443 1.73937 -1.67682
H -3.46809 0.61409 4.93806
H -2.71833 -0.71443 4.01036
H -4.13345 0.10312 3.36922
H -3.41509 2.95224 3.76170
H -3.99863 2.10637 2.30495
H -2.49575 3.01198 2.22788
H -1.40749 1.88152 4.95978
H -0.69323 2.33886 3.38528
H -0.71499 -0.48702 4.47592
H 0.59222 0.66495 4.80380
H 0.83483 -1.83852 3.86748
H 1.66464 -1.65810 2.32490
H 0.93801 -3.96731 2.84356
H -2.24083 -5.13963 0.28257
H -4.43595 -4.57065 0.28438
H -3.58344 -4.52436 -1.27083
H -5.07987 -3.62776 -1.06061
H -4.64630 -2.37810 1.63968
H -5.23595 -1.59704 0.16388
H -3.85212 -0.91396 1.03079
H -2.24545 -2.50703 -1.92461
H -2.49111 -0.97211 -1.07373
H -3.82363 -1.70610 -1.97383
H 1.09585 -5.76662 -0.25041
H -0.50378 -6.40673 -0.60837
H 0.75794 -7.48692 -0.00325
H 1.96486 -5.77320 2.10367
H 1.44499 -7.43996 2.35507
H 0.89246 -6.17588 3.45577
H -2.06954 -7.04713 1.32942
H -1.46987 -6.95095 2.98321
H -0.82763 -8.17369 1.87908
H 2.44104 0.40427 3.39519
H 1.49388 1.74535 2.73549
H 4.05048 1.64225 1.93577
H 4.41369 0.03719 -1.98760
H 3.24144 -0.72878 -3.69801
H 2.81497 -2.43246 -3.83690
H 4.15535 -1.95394 -2.80157
H 0.77781 -0.31769 -3.11108
H 0.05847 -1.18264 -1.76519
H 0.51509 -2.06502 -3.23538
H 3.09230 -3.12646 -0.80438
H 1.81033 -3.67532 -1.89437
H 1.39347 -2.80303 -0.41577
H 5.08946 3.35655 1.15019
H 4.64192 3.67978 -0.51935
H 6.33368 3.81464 -0.00689
H 6.40902 1.27173 1.73109
H 7.65132 1.78988 0.59148
H 6.93933 0.17493 0.45752
H 5.44363 2.13730 -2.36572
H 6.44013 0.72405 -1.97164
H 7.08389 2.34876 -1.75483
C 3.44224 2.48072 -4.77609
O 3.31475 3.60808 -3.95306
C 2.45316 3.52704 -2.88327
C 2.48235 4.64086 -2.02545
C 1.77250 4.60662 -0.85638
C 0.98767 3.49919 -0.49685
C 0.41578 3.35898 0.79972
C 0.56526 4.47103 1.82617
O -0.15568 2.31174 1.18170
C 0.81439 2.42664 -1.44220
O -0.00091 1.46921 -1.26472
C 1.61528 2.47380 -2.62010
H 4.25204 2.69929 -5.47266
H 2.52447 2.29198 -5.33876
H 3.69945 1.59466 -4.19018
H 3.09207 5.48527 -2.30842
H 1.82807 5.45382 -0.18991
H 1.56655 4.89033 1.82373
H 0.34264 4.07684 2.81445
H -0.15488 5.25204 1.59895
H 1.55735 1.62593 -3.28457
O -2.12411 3.73145 -0.20966
C -2.78564 2.73654 -0.50268
O -2.59715 1.55075 -0.09803
C -4.01779 2.89931 -1.37918
C -5.01198 1.92887 -1.33912
C -6.18255 2.05051 -2.07956
C -6.30798 3.17195 -2.86603
O -7.35699 3.54172 -3.68817
C -6.99747 4.79652 -4.21668
O -5.70224 5.14454 -3.79164
C -5.30856 4.14144 -2.92317
C -4.15425 4.03226 -2.18840
H -4.84414 1.07079 -0.70666
H -6.96520 1.30861 -2.04433
H -7.71841 5.56262 -3.87314
H -7.03310 4.75970 -5.31850
H -3.37416 4.77431 -2.21360

## Properties
**Multiplicity**: 4
**DFT total energy**: -103825.2937 eV
**Total charge**: -1
**Largest force on an atom**: 1.88 eV/A

Record 6
Computed, not measured: a 2-piece molecular cluster, C5H12N overall at a distorted geometry, with ωB97M-V/def2-TZVPD.

Positions of all 18 atoms, in Å:
C -1.16104 -1.19621 -1.88959
C -1.28865 -1.68360 -0.42162
C -0.04094 -1.28856 0.32216
C 0.42626 0.17305 0.64601
C -0.29175 1.25057 0.41562
N 2.12850 2.69698 1.24271
H -1.78076 -1.74720 -2.57265
H -0.08563 -1.15054 -2.13479
H -1.39929 -0.14066 -1.85738
H -1.65838 -2.71696 -0.29491
H -2.10387 -1.01283 -0.01541
H 0.89726 -1.68908 -0.08948
H -0.14154 -1.61817 1.39078
H 1.38229 -0.07887 1.09579
H -1.09164 1.55277 1.06993
H 1.97791 3.63947 1.61930
H 1.36120 2.10270 0.91439
H 2.87006 2.90712 0.55914

## Properties
**DFT total energy**: -6857.1163 eV
**Total charge**: +1
**Largest force on an atom**: 3.03 eV/A